Entry 1:
Formula: C38H54BiF5N2OS2Sb
Source: the Open Molecules 2025 dataset
Level of theory: the ωB97M-V functional and the def2-TZVPD basis

The geometry in XYZ format:
```
104
C38H54BiF5N2OS2Sb, DFT the ωB97M-V functional and the def2-TZVPD basis
Bi 0.035 0.276 0.141
C -0.939 -4.969 -1.824
C -1.209 -3.548 -1.310
C -2.715 -3.305 -1.315
C -0.413 -2.541 -2.127
C -1.008 -1.529 -2.877
C -0.247 -0.706 -3.699
C 1.124 -0.895 -3.834
C 1.940 -0.028 -4.752
C 1.719 -1.898 -3.075
C 0.972 -2.678 -2.210
H -1.445 -5.705 -1.197
H 0.124 -5.204 -1.847
H -1.323 -5.068 -2.841
H -0.850 -3.490 -0.271
H -3.109 -3.423 -2.327
H -2.971 -2.310 -0.953
H -3.212 -4.039 -0.680
H -2.078 -1.385 -2.834
H -0.736 0.074 -4.272
H 2.146 0.932 -4.274
H 1.407 0.170 -5.682
H 2.895 -0.494 -4.991
H 2.781 -2.081 -3.173
H 1.474 -3.441 -1.622
F -3.207 3.902 5.371
C -2.261 3.394 4.597
C -2.463 2.183 3.956
F -3.610 1.523 4.109
C -1.460 1.657 3.166
F -1.655 0.447 2.605
C -0.255 2.310 2.954
S 1.069 1.668 1.997
C -0.079 3.529 3.607
F 1.056 4.202 3.447
C -1.060 4.065 4.423
F -0.860 5.227 5.028
C 1.690 3.507 -3.173
C 1.199 3.568 -1.719
C -0.202 2.961 -1.637
C 2.317 3.030 -0.833
C 3.197 3.990 -0.337
C 4.365 3.650 0.314
C 4.713 2.314 0.405
C 3.884 1.315 -0.093
C 4.470 -0.084 -0.189
C 4.743 -0.377 -1.672
C 3.652 -1.205 0.450
C 2.637 1.680 -0.636
O 1.734 0.694 -0.995
H 0.967 3.976 -3.843
H 1.824 2.468 -3.481
H 2.645 4.021 -3.276
H 1.086 4.623 -1.456
H -0.238 1.948 -2.048
H -0.879 3.568 -2.240
H -0.593 2.971 -0.614
H 2.953 5.037 -0.479
H 5.024 4.418 0.699
H 5.656 2.033 0.859
H 5.435 -0.051 0.323
H 3.812 -0.325 -2.232
H 5.181 -1.370 -1.796
H 5.434 0.360 -2.081
H 2.730 -1.363 -0.106
H 3.426 -0.959 1.491
H 4.232 -2.131 0.436
C 0.889 -5.074 1.549
C 1.793 -3.864 1.732
Sb 0.755 -1.945 1.902
C -1.059 -2.509 2.966
C -2.315 -2.675 2.117
C 1.695 -1.292 3.752
C 3.198 -1.050 3.704
H 1.488 -5.980 1.648
H 0.425 -5.088 0.563
H 0.104 -5.115 2.305
H 2.506 -3.774 0.915
H 2.341 -3.920 2.673
H -1.193 -1.730 3.715
H -0.819 -3.439 3.482
H -2.501 -1.809 1.479
H -3.184 -2.793 2.766
H -2.250 -3.563 1.489
H 1.439 -2.086 4.457
H 1.179 -0.381 4.052
H 3.740 -1.916 3.319
H 3.567 -0.857 4.712
H 3.434 -0.180 3.090
C -4.951 2.360 1.270
N -5.231 2.051 -0.108
C -6.397 2.595 -0.797
C -6.295 1.991 -2.208
N -5.057 1.225 -2.123
C -4.496 1.262 -0.904
S -3.098 0.442 -0.477
H -4.716 3.421 1.392
H -4.104 1.760 1.589
H -5.813 2.120 1.895
H -6.356 3.686 -0.811
H -7.311 2.295 -0.281
H -6.220 2.759 -2.978
H -7.142 1.347 -2.442
H -4.711 0.634 -2.855
```

Calculated values
ΔE to the lowest compared entry with this formula, charge and spin, kJ/mol: 75.5
Total charge: +1
Maximum force, Eh/bohr: 0.0373
Calculated total energy, Ha: -3415.4695
HOMO, Eh: -0.383
Lowest unoccupied orbital energy, eV: -3.060

Entry 2:
Formula: C38H54N2O30
Source: the Open Molecules 2025 dataset
Level of theory: the ωB97M-V functional and the def2-TZVPD basis

The geometry in XYZ format:
```
124
C38H54N2O30, DFT the ωB97M-V functional and the def2-TZVPD basis
C -2.292 1.774 -4.621
C -2.853 0.823 -3.549
C -4.394 0.907 -3.343
C -5.261 0.889 -4.521
N -5.867 0.890 -5.501
H -2.703 1.552 -5.603
H -1.207 1.779 -4.644
H -2.567 2.806 -4.304
H -2.363 1.071 -2.600
H -2.612 -0.208 -3.844
H -4.633 1.865 -2.863
H -4.745 0.127 -2.670
C -0.179 5.030 -2.728
C 1.061 5.977 -2.713
C 1.033 6.912 -3.898
C 2.009 8.057 -3.800
N 2.701 8.964 -3.628
H -0.229 4.301 -3.563
H -1.061 5.657 -2.808
H -0.269 4.468 -1.796
H 1.954 5.319 -2.646
H 0.980 6.504 -1.764
H 0.036 7.376 -4.056
H 1.237 6.428 -4.836
C 0.159 -4.818 -1.729
C -0.840 -5.298 -2.786
O -0.502 -4.527 -3.926
C 0.313 -3.533 -3.587
O 0.687 -2.710 -4.348
O 0.641 -3.579 -2.256
H 1.045 -5.409 -1.519
H -0.343 -4.534 -0.821
H -1.820 -4.987 -2.505
H -0.735 -6.347 -2.995
C 3.429 -1.688 -3.272
C 3.606 -1.655 -4.817
O 3.040 -0.283 -5.076
C 2.294 0.113 -4.095
O 1.707 1.144 -4.101
O 2.396 -0.739 -3.049
H 4.330 -1.373 -2.704
H 3.062 -2.624 -2.846
H 2.922 -2.344 -5.304
H 4.618 -1.592 -5.215
C -5.667 -2.689 -1.233
C -4.996 -1.578 -0.406
O -3.740 -1.495 -1.008
C -3.471 -2.561 -1.838
O -2.421 -2.686 -2.381
O -4.550 -3.313 -1.932
H -6.289 -2.291 -2.058
H -6.191 -3.481 -0.701
H -4.960 -1.706 0.645
H -5.448 -0.642 -0.583
C 1.873 5.896 1.634
C 1.471 5.284 3.036
O 0.681 4.153 2.616
C 0.335 4.237 1.315
O -0.299 3.452 0.696
O 0.859 5.343 0.772
H 2.835 5.636 1.184
H 1.759 6.992 1.628
H 0.780 5.980 3.531
H 2.309 4.955 3.660
C -2.034 1.402 3.164
C -3.220 1.635 2.146
O -3.455 0.309 1.691
C -2.923 -0.636 2.529
O -3.174 -1.815 2.555
O -2.149 -0.007 3.356
H -2.213 1.806 4.149
H -1.087 1.686 2.712
H -3.007 2.253 1.268
H -4.140 1.922 2.696
C 0.317 0.744 -1.225
C -0.367 -0.616 -1.229
O 0.196 -1.242 -0.082
C 1.177 -0.541 0.462
O 1.759 -0.815 1.524
O 1.340 0.604 -0.190
H -0.334 1.510 -0.812
H 0.889 1.068 -2.098
H -0.207 -1.203 -2.106
H -1.426 -0.423 -1.073
C 3.249 -3.560 4.556
C 2.482 -3.925 3.273
O 1.084 -3.633 3.571
C 0.979 -3.335 4.912
O -0.039 -3.222 5.517
O 2.193 -3.244 5.475
H 3.923 -2.714 4.476
H 3.834 -4.358 5.022
H 2.592 -4.994 2.970
H 2.774 -3.255 2.474
C -1.593 -4.602 2.165
C -2.648 -4.310 1.101
O -2.327 -5.209 0.046
C -1.403 -6.144 0.423
O -1.049 -6.977 -0.357
O -0.967 -5.870 1.676
H -1.943 -4.844 3.152
H -0.832 -3.855 2.243
H -2.580 -3.327 0.649
H -3.688 -4.464 1.409
C 4.793 1.031 0.533
C 4.505 1.823 1.859
O 4.578 0.827 2.870
C 4.878 -0.366 2.329
O 5.055 -1.386 2.898
O 4.894 -0.285 1.014
H 5.742 1.327 0.071
H 4.052 1.003 -0.252
H 3.461 2.203 1.863
H 5.187 2.621 2.110
C 1.242 0.394 4.578
C 1.639 0.101 6.068
O 0.644 0.927 6.788
C 0.080 1.841 5.974
O -0.685 2.663 6.303
O 0.520 1.625 4.687
H 0.555 -0.285 4.081
H 2.147 0.597 4.011
H 2.622 0.489 6.301
H 1.457 -0.919 6.400
```

Calculated values
ΔE to the lowest compared entry with this formula, charge and spin, kJ/mol: 0.0
Total charge: 0
Maximum force, Eh/bohr: 0.0630
Calculated total energy, Ha: -3847.1843
HOMO, Eh: -0.397
Lowest unoccupied orbital energy, eV: 0.020

Entry 3:
Formula: C38H55BN6O6S3SiV
Source: the Open Molecules 2025 dataset
Level of theory: the ωB97M-V functional and the def2-TZVPD basis

The geometry in XYZ format:
```
111
C38H55BN6O6S3SiV, DFT the ωB97M-V functional and the def2-TZVPD basis
V 0.255 0.001 -1.219
N -1.478 -3.638 -3.189
C -0.840 -2.508 -2.769
S -0.743 -2.180 -1.009
N -0.345 -1.686 -3.617
N 0.112 -0.512 -3.126
C 0.695 0.182 -4.084
C 1.077 1.533 -4.016
C 1.822 2.016 -5.110
C 2.246 3.325 -5.085
C 1.960 4.166 -3.964
C 1.232 3.763 -2.890
C 0.769 2.431 -2.892
O -0.031 2.084 -1.919
H -1.649 -4.345 -2.476
H -1.058 -4.034 -4.038
H 0.855 -0.379 -5.018
H 2.091 1.336 -5.922
H 2.797 3.717 -5.938
H 2.371 5.178 -4.055
H 0.965 4.420 -2.049
C -5.176 0.752 -0.856
C -3.724 1.240 -0.862
C -3.170 0.951 -2.250
C -3.484 2.704 -0.523
O -2.950 0.403 0.072
Si -3.007 0.074 1.710
S -1.153 -0.912 2.235
O -3.130 1.536 2.492
C -3.543 1.863 3.849
C -2.714 1.177 4.908
C -3.359 3.368 3.978
C -5.046 1.542 3.949
O -4.262 -0.883 2.131
C -4.587 -2.277 2.249
C -3.946 -3.153 1.180
C -4.134 -2.768 3.600
C -6.121 -2.271 2.075
H -5.811 1.310 -1.548
H -5.667 0.816 0.112
H -5.208 -0.298 -1.184
H -3.770 1.337 -3.073
H -3.066 -0.127 -2.394
H -2.152 1.314 -2.359
H -3.906 3.361 -1.267
H -2.400 2.903 -0.498
H -3.876 2.996 0.465
H -1.652 1.484 4.914
H -2.659 0.087 4.736
H -3.143 1.349 5.897
H -2.316 3.643 3.825
H -3.662 3.750 4.927
H -3.925 3.886 3.213
H -5.264 0.471 3.778
H -5.573 2.062 3.135
H -5.463 1.828 4.907
H -2.861 -3.173 1.290
H -4.152 -2.769 0.188
H -4.348 -4.163 1.218
H -3.064 -2.703 3.685
H -4.434 -3.813 3.763
H -4.574 -2.170 4.406
H -6.364 -1.845 1.089
H -6.592 -1.614 2.797
H -6.577 -3.259 2.123
N 4.526 2.346 0.226
C 5.694 1.955 -0.443
C 6.941 2.543 -0.102
C 8.100 1.969 -0.611
C 8.029 0.853 -1.492
C 6.805 0.354 -1.895
C 5.635 0.906 -1.373
S 4.119 0.313 -1.896
N 2.961 0.937 -0.899
C 3.270 1.864 -0.021
C 2.153 2.516 0.723
C 2.315 3.820 1.199
C 1.291 4.451 1.851
C 0.104 3.739 2.058
C 0.067 2.398 1.648
N 1.013 1.820 0.929
H 4.662 2.812 1.114
H 7.007 3.418 0.558
H 9.070 2.423 -0.384
H 8.953 0.393 -1.861
H 6.701 -0.506 -2.574
H 3.253 4.342 0.956
H 1.402 5.464 2.225
H -0.759 4.220 2.485
H -0.784 1.774 1.924
C 1.640 -4.512 0.974
C 2.584 -3.451 0.338
C 3.885 -3.405 1.181
O 1.870 -2.207 0.385
B 1.281 -2.025 -0.854
O 1.978 -2.660 -1.842
C 2.818 -3.690 -1.267
C 4.308 -3.555 -1.666
C 2.321 -5.042 -1.815
H 1.371 -4.197 1.973
H 2.112 -5.483 1.061
H 0.714 -4.624 0.410
H 3.643 -3.227 2.227
H 4.606 -2.652 0.873
H 4.419 -4.344 1.132
H 4.804 -2.651 -1.331
H 4.457 -3.620 -2.743
H 4.876 -4.403 -1.262
H 1.244 -5.169 -1.764
H 2.762 -5.854 -1.215
H 2.658 -5.233 -2.837
```

Calculated values
Expectation value of S²: 3.9977
Spin multiplicity: 4
ΔE to the lowest compared entry with this formula, charge and spin, kJ/mol: 20.2
Total charge: -2
Maximum force, Eh/bohr: 0.0746
Calculated total energy, Ha: -4714.1538
HOMO (alpha / beta), Eh: 0.034 / -0.021
Lowest unoccupied orbital energy (alpha / beta), eV: 4.133 / 4.156

Entry 4:
Formula: C38H55BrN2O6PSV
Source: the Open Molecules 2025 dataset
Level of theory: the ωB97M-V functional and the def2-TZVPD basis

The geometry in XYZ format:
```
105
C38H55BrN2O6PSV, DFT the ωB97M-V functional and the def2-TZVPD basis
V -0.192 0.599 -1.995
C 0.853 2.151 -4.400
O -0.301 1.601 -3.654
C -1.547 2.265 -4.042
C -2.654 1.633 -3.235
O -2.149 1.228 -1.917
C -2.305 2.221 -0.808
C -1.380 3.369 -1.001
O -0.102 2.804 -1.328
C 1.002 3.722 -1.089
H 0.781 1.808 -5.426
H 1.748 1.779 -3.931
H 0.805 3.233 -4.324
H -1.710 2.115 -5.107
H -1.417 3.325 -3.847
H -3.017 0.717 -3.686
H -3.493 2.314 -3.120
H -2.031 1.688 0.099
H -3.352 2.506 -0.749
H -1.335 3.902 -0.049
H -1.685 4.070 -1.779
H 0.986 4.031 -0.047
H 0.907 4.579 -1.754
H 1.926 3.188 -1.289
C 0.076 -4.210 -3.395
C -0.303 -2.993 -2.540
C -1.817 -2.738 -2.671
C 0.031 -3.237 -1.060
P 0.520 -1.461 -3.228
C 0.123 -1.459 -4.984
C -1.055 -0.875 -5.453
C -1.412 -0.967 -6.789
C -0.592 -1.659 -7.673
C 0.577 -2.258 -7.217
C 0.937 -2.159 -5.881
C 2.375 -1.319 -2.965
C 3.023 -2.702 -2.793
C 2.532 -0.498 -1.675
C 3.113 -0.567 -4.101
H -0.531 -5.043 -3.033
H 1.122 -4.498 -3.292
H -0.156 -4.073 -4.450
H -2.342 -3.588 -2.230
H -2.136 -2.660 -3.710
H -2.141 -1.843 -2.129
H -0.160 -4.287 -0.836
H -0.622 -2.660 -0.409
H 1.064 -3.036 -0.782
H -1.725 -0.384 -4.761
H -2.332 -0.516 -7.143
H -0.872 -1.746 -8.717
H 1.206 -2.814 -7.900
H 1.852 -2.638 -5.550
H 2.576 -3.302 -2.004
H 4.072 -2.538 -2.525
H 3.013 -3.278 -3.718
H 2.184 -1.000 -0.779
H 2.005 0.499 -1.722
H 3.578 -0.226 -1.526
H 2.630 -0.606 -5.072
H 4.100 -1.016 -4.219
H 3.293 0.472 -3.842
Br 0.508 -2.420 3.552
C -1.110 -1.876 2.784
C -2.273 -2.248 3.441
C -3.516 -1.924 2.917
C -3.621 -1.263 1.696
C -2.468 -0.896 1.039
C -1.205 -1.163 1.584
C -0.019 -0.687 0.923
O 1.100 -0.658 1.211
O -0.291 -0.129 -0.527
H -2.199 -2.802 4.367
H -4.410 -2.202 3.461
H -4.591 -1.045 1.271
H -2.545 -0.399 0.083
C 3.599 1.104 6.949
C 2.606 0.779 5.836
C 2.155 2.041 5.128
N 1.323 1.740 3.938
C 0.254 2.370 3.486
S -0.173 2.317 1.812
N -0.496 3.126 4.326
C -0.791 3.065 5.730
O -1.137 4.085 6.255
C -0.799 1.738 6.400
C -0.555 1.700 7.768
C -0.666 0.504 8.453
C -1.058 -0.648 7.777
C -1.322 -0.603 6.416
C -1.187 0.587 5.722
H 3.867 0.208 7.507
H 3.173 1.821 7.655
H 4.520 1.534 6.550
H 1.734 0.263 6.243
H 3.069 0.105 5.105
H 3.021 2.609 4.779
H 1.605 2.678 5.805
H 1.740 1.119 3.261
H -1.003 3.873 3.873
H -0.288 2.615 8.283
H -0.469 0.471 9.517
H -1.173 -1.580 8.319
H -1.632 -1.503 5.899
H -1.422 0.628 4.661
```

Calculated values
Expectation value of S²: 0.7840
Spin multiplicity: 2
ΔE to the lowest compared entry with this formula, charge and spin, kJ/mol: 142.4
Total charge: +3
Maximum force, Eh/bohr: 0.0375
Calculated total energy, Ha: -6298.5496
HOMO (alpha / beta), Eh: -0.556 / -0.556
Lowest unoccupied orbital energy (alpha / beta), eV: -10.926 / -10.254

> Which of these has the highest maximum force?

C38H55BN6O6S3SiV

> Which of these has the lowest calculated total energy?

C38H55BrN2O6PSV